# 1
Molecular formula: C33H36IrNO2P2S
Method: DFT, ωB97M-V/def2-TZVPD

```
76
C33H36IrNO2P2S | OMol25 | ωB97M-V/def2-TZVPD
Ir 0.211 -0.313 -0.804
C 2.063 -0.238 2.034
P 2.304 -0.611 0.236
C 2.895 -2.316 0.125
C 3.781 -2.873 1.043
C 4.225 -4.180 0.879
C 3.796 -4.931 -0.207
C 2.917 -4.382 -1.134
C 2.465 -3.078 -0.968
C 3.565 0.525 -0.360
C 3.728 0.619 -1.746
C 4.682 1.472 -2.276
C 5.472 2.241 -1.428
C 5.314 2.149 -0.051
C 4.366 1.291 0.487
C 0.690 -0.662 2.397
C 0.165 -1.369 3.544
C -1.140 -1.643 3.256
C -1.379 -1.098 1.942
C -2.506 -1.270 0.987
P -1.713 -1.759 -0.617
C -2.945 -1.702 -1.918
C -4.215 -1.161 -1.728
C -5.096 -1.077 -2.798
C -4.716 -1.529 -4.053
C -3.450 -2.074 -4.249
C -2.564 -2.156 -3.188
C -1.340 -3.544 -0.363
C -2.100 -4.553 -0.906
C -1.775 -5.939 -0.667
C -0.690 -6.303 0.128
C 0.070 -5.306 0.684
C -0.252 -3.921 0.439
N -0.278 -0.472 1.484
H 2.136 0.851 2.131
H 2.824 -0.680 2.675
H 4.152 -2.295 1.881
H 4.921 -4.603 1.590
H 4.163 -5.940 -0.342
H 2.606 -4.957 -1.997
H 1.799 -2.637 -1.706
H 3.117 0.015 -2.410
H 4.817 1.535 -3.347
H 6.218 2.905 -1.841
H 5.941 2.736 0.607
H 4.277 1.221 1.564
H 0.714 -1.619 4.439
H -1.862 -2.159 3.869
H -3.003 -0.310 0.812
H -3.247 -1.992 1.326
H -4.539 -0.813 -0.755
H -6.083 -0.662 -2.647
H -5.408 -1.463 -4.882
H -3.160 -2.436 -5.226
H -1.580 -2.591 -3.346
H -2.962 -4.327 -1.524
H -2.398 -6.704 -1.116
H -0.464 -7.347 0.298
H 0.920 -5.536 1.314
H 0.365 -3.162 0.904
C 0.452 1.244 -3.877
O -0.065 0.122 -3.128
H -0.347 1.944 -4.116
H 0.933 0.892 -4.788
H 1.183 1.735 -3.240
H -0.827 -0.253 -3.585
C -0.819 3.966 0.620
S 0.459 2.769 0.305
C 1.600 3.782 -0.614
O -0.163 1.833 -0.759
H -0.402 4.754 1.247
H -1.621 3.460 1.154
H -1.172 4.367 -0.329
H 1.987 4.551 0.056
H 1.082 4.229 -1.461
H 2.417 3.138 -0.940
```

## Properties
LUMO level (spin up / spin down) = -0.317 / -0.462 hartree
2S+1 = 6
energy above the lowest of the compared OMol25 structures with the same formula, charge and spin = 0.0 kJ/mol
charge = +3
E = -2668.4936 Ha
gap between HOMO and LUMO (spin up / spin down) = 6.97 / 4.15 eV

Atomic partial charges in e from the Löwdin method, atoms 1 to 2:
1. Ir 1.00
2. C -0.21

***

# 2
Molecular formula: C33H37As2BaN2O2
Method: DFT, ωB97M-V/def2-TZVPD

```
77
C33H37As2BaN2O2 | OMol25 | ωB97M-V/def2-TZVPD
Ba -1.812 0.106 -0.370
O -0.742 2.193 -0.163
C -1.126 2.894 0.883
C -1.986 4.005 0.705
C -2.446 4.731 1.783
C -2.078 4.384 3.085
C -1.247 3.298 3.272
C -0.764 2.540 2.203
C 0.133 1.376 2.466
N 0.501 1.084 3.645
C 1.329 -0.111 3.802
C 0.452 -1.316 4.127
N 0.035 -1.951 2.882
C -1.192 -2.053 2.569
C -2.422 -1.658 3.308
C -2.685 -2.006 4.628
C -3.888 -1.664 5.229
C -4.838 -0.965 4.487
C -4.607 -0.619 3.166
C -3.395 -0.967 2.553
O -3.117 -0.646 1.301
H -2.257 4.264 -0.311
H -3.104 5.578 1.618
H -2.437 4.941 3.940
H -0.949 2.994 4.269
H 0.482 0.795 1.602
H 2.031 0.070 4.618
H 1.907 -0.334 2.897
H -0.369 -0.986 4.767
H 1.039 -2.054 4.679
H -1.381 -2.500 1.591
H -1.944 -2.567 5.188
H -4.081 -1.941 6.257
H -5.776 -0.690 4.957
H -5.345 -0.079 2.588
C 3.881 -0.030 -0.014
As 2.214 0.531 -0.852
C 2.458 2.475 -0.696
C 2.691 0.311 -2.753
C 3.992 -0.039 -3.114
C 4.336 -0.250 -4.443
C 3.378 -0.096 -5.431
C 2.083 0.262 -5.084
C 1.722 0.462 -3.752
As -0.148 0.915 -3.288
C -1.019 0.339 -4.934
C -0.103 2.845 -3.658
H 4.742 0.545 -0.354
H 4.030 -1.094 -0.192
H 3.743 0.128 1.056
H 3.207 2.839 -1.398
H 2.783 2.681 0.325
H 1.486 2.938 -0.853
H 4.748 -0.172 -2.352
H 5.348 -0.539 -4.699
H 3.630 -0.263 -6.471
H 1.347 0.369 -5.869
H -0.683 0.903 -5.803
H -2.090 0.489 -4.804
H -0.841 -0.727 -5.068
H 0.370 3.041 -4.619
H 0.441 3.329 -2.849
H -1.126 3.220 -3.653
C -1.905 -2.258 -2.117
C -0.712 -2.868 -1.644
C -0.672 -3.833 -0.596
C 0.511 -4.347 -0.101
C 1.756 -3.961 -0.601
C 1.751 -3.028 -1.638
C 0.576 -2.503 -2.138
H -2.843 -2.778 -1.921
H -1.856 -1.889 -3.144
H -1.614 -4.171 -0.172
H 0.463 -5.068 0.709
H 2.677 -4.363 -0.202
H 2.690 -2.693 -2.073
H 0.634 -1.796 -2.958
```

## Properties
LUMO level = 0.077 hartree
energy above the lowest of the compared OMol25 structures with the same formula, charge and spin = 74.1 kJ/mol
charge = -1
E = -6036.7820 Ha
gap between HOMO and LUMO = 5.19 eV

Atomic partial charges in e from the Löwdin method, atoms 1 to 2:
1. Ba 1.82
2. O -0.55

***

# 3
Molecular formula: C33H37BrCl2NO4SSbV
Method: DFT, ωB97M-V/def2-TZVPD

```
81
C33H37BrCl2NO4SSbV | OMol25 | ωB97M-V/def2-TZVPD
V -0.357 -0.002 1.585
Cl -2.933 -2.169 -4.487
C -2.101 -1.284 -3.243
C -0.743 -1.011 -3.418
C -0.050 -0.326 -2.454
Cl 1.627 0.068 -2.660
C -0.665 0.084 -1.242
O 0.009 0.677 -0.317
C -2.055 -0.192 -1.117
C -2.775 0.315 0.029
O -2.288 0.829 1.042
C -2.757 -0.873 -2.114
H -0.240 -1.349 -4.313
H -3.874 0.283 -0.073
H -3.809 -1.089 -1.974
S 0.433 0.998 5.966
C -1.010 0.067 5.975
C -1.423 -0.243 4.715
C -0.580 0.265 3.677
C 0.461 0.956 4.234
C 1.495 1.556 3.414
C 2.642 2.182 3.903
C 3.574 2.670 3.008
C 3.355 2.523 1.646
C 2.196 1.890 1.229
N 1.291 1.433 2.087
H -1.472 -0.202 6.912
H -2.307 -0.838 4.528
H 2.800 2.265 4.971
H 4.475 3.150 3.368
H 4.064 2.883 0.913
H 1.973 1.722 0.186
C -1.161 6.426 -3.141
C 0.129 5.961 -2.472
Sb 0.184 3.965 -1.593
C -1.431 3.092 -2.750
C -2.866 3.385 -2.332
C -0.907 4.406 0.233
C -1.846 5.607 0.256
H -1.032 7.398 -3.627
H -1.975 6.526 -2.424
H -1.491 5.723 -3.908
H 0.425 6.652 -1.677
H 0.949 5.970 -3.194
H -1.257 2.018 -2.716
H -1.254 3.387 -3.788
H -3.041 3.107 -1.290
H -3.571 2.810 -2.941
H -3.124 4.439 -2.439
H -0.144 4.522 1.004
H -1.439 3.484 0.484
H -1.333 6.529 -0.026
H -2.259 5.760 1.257
H -2.686 5.480 -0.426
Br -2.624 -4.171 0.063
C -0.882 -3.962 -0.725
C -0.693 -4.604 -1.895
C 0.604 -4.500 -2.543
C 1.656 -3.975 -1.906
C 1.581 -3.425 -0.505
C 0.138 -3.207 -0.060
C -0.088 -2.196 0.844
O -1.251 -1.717 1.258
O 0.910 -1.438 1.302
H -1.485 -5.178 -2.354
H 0.711 -4.880 -3.554
H 2.617 -3.913 -2.410
H 2.046 -2.435 -0.541
C 2.692 -5.938 2.305
C 1.819 -5.466 1.144
C 1.615 -6.605 0.151
C 2.435 -4.211 0.521
H 2.260 -6.816 2.793
H 2.812 -5.156 3.058
H 3.690 -6.214 1.948
H 0.842 -5.181 1.547
H 2.569 -6.891 -0.304
H 0.930 -6.329 -0.648
H 1.208 -7.485 0.656
H 2.664 -3.517 1.334
H 3.396 -4.478 0.056
```

## Properties
LUMO level (spin up / spin down) = 0.082 / 0.083 hartree
2S+1 = 3
energy above the lowest of the compared OMol25 structures with the same formula, charge and spin = 0.0 kJ/mol
charge = -1
E = -6712.3617 Ha
gap between HOMO and LUMO (spin up / spin down) = 5.92 / 5.94 eV

Atomic partial charges in e from the Löwdin method, atoms 1 to 2:
1. V 1.02
2. Cl 0.64

***

# 4
Molecular formula: C33H37Cl4F6HgN7O2P
Method: DFT, ωB97M-V/def2-TZVPD

```
91
C33H37Cl4F6HgN7O2P | OMol25 | ωB97M-V/def2-TZVPD
Hg -6.193 -8.593 6.422
P -6.878 -7.417 0.558
F -6.614 -5.838 0.802
F -7.094 -7.101 -1.047
F -5.267 -7.603 0.356
F -7.182 -8.978 0.301
F -6.713 -7.578 2.186
F -8.466 -7.266 0.795
N -4.407 -11.644 3.846
C -3.252 -11.456 3.106
C -2.586 -12.415 2.359
C -3.191 -13.702 2.302
C -4.337 -13.992 2.972
C -4.864 -12.970 3.772
H -2.819 -10.467 3.064
H -1.754 -12.262 1.688
H -2.746 -14.500 1.726
H -4.793 -14.971 2.942
H -5.753 -13.160 4.355
N -2.873 -5.763 6.497
C -2.183 -5.484 7.685
C -1.114 -4.572 7.733
C -0.793 -3.829 6.621
C -1.461 -4.096 5.434
C -2.416 -5.067 5.422
H -2.570 -5.943 8.583
H -0.693 -4.193 8.653
H -0.035 -3.062 6.673
H -1.178 -3.527 4.561
H -2.938 -5.240 4.493
N -13.036 -2.937 -3.207
C -14.404 -2.905 -3.167
C -15.222 -3.121 -2.099
C -14.596 -3.533 -0.920
C -13.167 -3.662 -0.898
C -12.442 -3.331 -2.062
H -14.825 -2.529 -4.088
H -16.294 -3.046 -2.209
H -15.208 -3.912 -0.115
H -12.791 -4.172 -0.024
H -11.375 -3.482 -2.005
N -13.400 -12.603 -1.964
C -12.623 -11.526 -2.173
C -12.947 -10.263 -1.727
C -14.180 -10.125 -1.129
C -15.035 -11.233 -0.885
C -14.560 -12.467 -1.232
H -11.689 -11.790 -2.647
H -12.327 -9.410 -1.961
H -14.535 -9.156 -0.807
H -15.963 -11.135 -0.342
H -15.112 -13.349 -0.942
N -10.171 -10.398 6.216
C -10.952 -10.489 7.332
C -12.265 -10.923 7.395
C -12.875 -11.247 6.229
C -12.161 -11.189 5.003
C -10.823 -10.767 5.050
H -10.494 -10.118 8.237
H -12.862 -10.847 8.292
H -13.919 -11.522 6.260
H -12.630 -11.370 4.047
H -10.196 -10.557 4.197
N -8.571 -4.703 6.212
C -8.212 -3.562 6.896
C -9.118 -2.456 6.937
C -10.282 -2.450 6.254
C -10.660 -3.610 5.586
C -9.707 -4.652 5.525
H -7.280 -3.587 7.441
H -8.831 -1.643 7.587
H -10.855 -1.536 6.196
H -11.587 -3.814 5.072
H -9.913 -5.477 4.859
C -5.639 -11.233 -4.657
N -4.301 -11.832 -4.563
O -3.603 -11.500 -3.606
O -3.886 -12.565 -5.430
H -6.184 -11.757 -5.442
H -5.496 -10.193 -4.951
H -6.134 -11.210 -3.686
C -6.493 -0.629 -0.103
Cl -6.603 1.039 -0.574
Cl -5.724 -0.886 1.465
H -7.519 -0.997 -0.080
H -5.960 -1.162 -0.890
C -3.508 -4.747 -3.613
Cl -2.643 -3.135 -3.630
Cl -4.494 -5.080 -5.104
H -2.703 -5.482 -3.620
H -4.165 -4.744 -2.743
```

## Properties
LUMO level = -0.365 hartree
energy above the lowest of the compared OMol25 structures with the same formula, charge and spin = 1209.7 kJ/mol
charge = +1
E = -4747.6602 Ha
gap between HOMO and LUMO = 1.21 eV

Atomic partial charges in e from the Löwdin method, atoms 1 to 2:
1. Hg 0.70
2. P 0.16